1.
Below is a 6-piece molecular cluster, C27H45BO11 overall, with properties calculated with wB97M-V/def2-TZVPD.

Each atom is followed by the atoms it is bonded to, with distances in Å.
Geometry (Å):
1 O -3.87824 2.47063 -0.82792  C23 1.347, C36 1.450
2 O -1.90460 7.89177 0.78804  C38 1.210
3 O -4.35939 -2.75898 -0.46677  C18 1.208
4 O 4.79280 -6.15537 1.97098  C13 1.209
5 O 4.92734 0.40823 -0.22701  C34 1.209
6 O -2.89403 3.28822 1.02562  C23 1.196
7 O -1.29239 -1.83987 3.39476  C28 1.211
8 O -0.23594 -4.77413 -0.71482  C17 1.209
9 O 1.14390 -1.76475 1.92683  B39 1.386, H62 0.963
10 O -1.05398 3.93586 -3.00173  C21 1.211
11 O 0.63477 -1.02045 -0.29306  C12 1.424, B39 1.361
12 C 1.42495 0.16343 -0.31749  O11 1.424, H40 1.095, H61 1.093, H79 1.091
13 C 4.26457 -5.09353 2.20753  O4 1.209, C15 1.507, C16 1.511
14 C -2.78347 -3.44512 2.57876  C26 1.325, C28 1.491, H45 1.085
15 C 2.81293 -4.83240 1.89730  C13 1.507, H58 1.091, H63 1.091, H81 1.088
16 C 5.02788 -3.94802 2.83038  C13 1.511, H44 1.092, H68 1.091, H77 1.087
17 C -0.77806 -5.83720 -0.90924  O8 1.209, C27 1.510, C33 1.509
18 C -3.44642 -2.90613 0.31014  O3 1.208, C24 1.509, C26 1.486
19 C -1.92524 -0.57238 -1.85731  C30 1.527, C37 1.550, H65 1.095, H72 1.094
20 C -0.47029 7.73593 2.68000  C38 1.510, H47 1.091, H49 1.087, H75 1.092
21 C -1.10665 5.00494 -2.43570  O10 1.211, C25 1.505, C35 1.509
22 C -1.22187 -2.13484 1.03991  C24 1.346, C28 1.491, B39 1.578
23 C -3.76613 2.65917 0.50119  O1 1.347, O6 1.196, H50 1.102
24 C -2.07783 -2.34066 0.02182  C18 1.509, C22 1.346, C37 1.506
25 C -2.41267 5.71587 -2.20267  C21 1.505, H43 1.091, H53 1.087, H60 1.092
26 C -3.62803 -3.65611 1.58048  C14 1.325, C18 1.486, H48 1.085
27 C -1.49878 -6.57247 0.19477  C17 1.510, H64 1.091, H66 1.088, H78 1.092
28 C -1.69998 -2.43246 2.42086  O7 1.211, C14 1.491, C22 1.491
29 C 4.77633 1.67430 -2.23650  C34 1.511, H55 1.092, H74 1.087, H82 1.091
30 C -2.57444 0.36401 -0.84085  C19 1.527, C36 1.524, H51 1.096, H73 1.097
31 C -2.44387 6.13561 2.30014  C38 1.509, H54 1.087, H56 1.091, H71 1.092
32 C 6.71530 0.05998 -1.75701  C34 1.509, H57 1.087, H67 1.091, H84 1.091
33 C -0.76927 -6.49533 -2.26689  C17 1.509, H41 1.091, H52 1.087, H70 1.092
34 C 5.42172 0.68527 -1.29462  O5 1.209, C29 1.511, C32 1.509
35 C 0.13129 5.68332 -1.90131  C21 1.509, H46 1.092, H69 1.091, H76 1.088
36 C -2.79451 1.74097 -1.45671  O1 1.450, C30 1.524, H59 1.090, H83 1.090
37 C -1.79562 -2.05682 -1.43051  C19 1.550, C24 1.506, H42 1.092, H80 1.090
38 C -1.63589 7.31450 1.81706  O2 1.210, C20 1.510, C31 1.509
39 B 0.24878 -1.58504 0.88336  O9 1.386, O11 1.361, C22 1.578
40 H 0.76564 1.03150 -0.41730  C12 1.095
41 H -0.29695 -7.47719 -2.20310  C33 1.091
42 H -2.51646 -2.63040 -2.01628  C37 1.092
43 H -2.38454 6.70991 -2.65237  C25 1.091
44 H 5.00359 -3.07956 2.16931  C16 1.092
45 H -2.88565 -3.92439 3.54692  C14 1.085
46 H 0.03641 5.82809 -0.82357  C35 1.092
47 H -0.82123 8.00351 3.67815  C20 1.091
48 H -4.47511 -4.32993 1.65495  C26 1.085
49 H 0.03177 8.58877 2.22979  C20 1.087
50 H -4.61732 2.23943 1.06165  C23 1.102
51 H -1.91374 0.47180 0.02703  C30 1.096
52 H -0.22379 -5.87401 -2.97264  C33 1.087
53 H -3.23125 5.14190 -2.63037  C25 1.087
54 H -3.24960 5.92605 1.60176  C31 1.087
55 H 4.55256 1.19339 -3.19048  C29 1.092
56 H -1.81127 5.25091 2.38925  C31 1.091
57 H 7.08064 -0.62969 -1.00044  C32 1.087
58 H 2.27449 -4.56702 2.80870  C15 1.091
59 H -1.89190 2.35164 -1.42523  C36 1.090
60 H -2.57267 5.84287 -1.13016  C25 1.092
61 H 2.04244 0.26849 0.57766  C12 1.093
62 H 1.14200 -1.04440 2.56564  O9 0.963
63 H 2.72188 -3.99094 1.20896  C15 1.091
64 H -1.05255 -7.55784 0.34032  C27 1.091
65 H -2.49778 -0.52026 -2.78912  C19 1.095
66 H -1.43505 -6.00302 1.11935  C27 1.088
67 H 7.46260 0.83483 -1.93702  C32 1.091
68 H 4.56151 -3.65803 3.77362  C16 1.091
69 H 0.24502 6.66829 -2.35702  C35 1.091
70 H -1.79218 -6.63880 -2.62004  C33 1.092
71 H -2.86155 6.34844 3.28623  C31 1.092
72 H -0.92874 -0.18600 -2.09028  C19 1.094
73 H -3.53971 -0.02996 -0.49990  C30 1.097
74 H 3.85783 2.05730 -1.79806  C29 1.087
75 H 0.23454 6.90916 2.78579  C20 1.092
76 H 1.00728 5.07590 -2.11724  C35 1.088
77 H 6.05824 -4.24630 3.00824  C16 1.087
78 H -2.54715 -6.71723 -0.07434  C27 1.092
79 H 2.09811 0.11494 -1.17411  C12 1.091
80 H -0.79605 -2.41982 -1.66901  C37 1.090
81 H 2.36595 -5.71875 1.45272  C15 1.088
82 H 5.45807 2.50354 -2.43341  C29 1.091
83 H -3.09107 1.64895 -2.50172  C36 1.090
84 H 6.55783 -0.47604 -2.69463  C32 1.091

Summary:
SMILES: COB(O)C1=C(CCCCOC=O)C(=O)C=CC1=O.CC(C)=O.CC(C)=O.CC(C)=O.CC(C)=O.CC(C)=O
HOMO-LUMO gap: 0.302 Eh
Total charge: 0
DFT total energy: -1908.337132 Ha

These are the Löwdin partial charges, in e, on atoms 1 to 5: number 1, O, carries -0.044; number 2, O, carries 0.057; number 3, O, carries 0.118; number 4, O, carries 0.063; number 5, O, carries 0.065

---

2.
Below is a 6-piece molecular cluster, C27H45BrF2N6O3S overall, with properties calculated with wB97M-V/def2-TZVPD.

Each atom is followed by the atoms it is bonded to, with distances in Å.
Geometry (Å):
1 Br 3.01742 -2.68868 -3.71583  C17 1.981
2 S 1.73527 -2.85565 -0.00460  F4 1.585, O6 1.421, O7 1.421, C26 1.772
3 F -1.77518 -3.58695 -2.83604  C37 1.407
4 F 0.44342 -2.24581 0.68285  S2 1.585
5 O 1.24285 0.04612 -4.28361  C40 1.197
6 O 2.77337 -2.72280 0.95700  S2 1.421
7 O 1.35476 -4.12318 -0.52185  S2 1.421
8 N -2.88146 -7.41260 3.14707  C22 1.148
9 N 2.57316 3.49014 -2.24813  C32 1.149
10 N 1.29926 5.36433 3.09145  C33 1.149
11 N -2.28600 2.63216 -3.56688  C36 1.148
12 N 2.05027 0.45518 -2.14477  C23 1.486, C40 1.402, H78 1.016
13 N -3.46892 -0.87899 0.82781  C24 1.148
14 C 3.61903 4.22384 0.99165  C29 1.522, C39 1.531, H46 1.089, H48 1.092
15 C -0.12115 5.15799 -4.62630  C21 1.523, C25 1.535, H49 1.092, H65 1.092
16 C 0.25505 -8.94273 3.13920  C19 1.523, C28 1.533, H52 1.091, H80 1.092
17 C 1.53693 -1.81912 -2.72828  Br1 1.981, C20 1.535, C26 1.535, C40 1.555
18 C -2.55123 -2.45127 2.70076  C24 1.464, C34 1.534, H64 1.091, H71 1.092
19 C 0.52911 -8.26495 4.47528  C16 1.523, H60 1.092, H74 1.091, H77 1.090
20 C 0.23806 -2.50995 -3.16748  C17 1.535, C37 1.527, H42 1.096, H75 1.091
21 C 0.39062 4.19458 -5.68964  C15 1.523, H53 1.091, H55 1.091, H56 1.090
22 C -1.85373 -7.69595 2.72028  N8 1.148, C28 1.464
23 C 1.51770 -0.22853 -0.93764  N12 1.486, C26 1.538, H41 1.089, H82 1.093
24 C -3.08694 -1.57740 1.65549  N13 1.148, C18 1.464
25 C -0.42606 4.44748 -3.30068  C15 1.535, C36 1.464, H59 1.090, H66 1.092
26 C 2.00084 -1.64875 -1.27476  S2 1.772, C17 1.535, C23 1.538, H47 1.094
27 C -0.94635 5.80742 1.82970  C31 1.534, C33 1.465, H63 1.092, H79 1.092
28 C -0.54198 -8.05475 2.17688  C16 1.533, C22 1.464, H57 1.091, H62 1.093
29 C 2.95344 2.92120 1.41305  C14 1.522, H50 1.089, H58 1.093, H61 1.090
30 C -1.78400 -1.41475 -1.94385  C37 1.515, H70 1.091, H73 1.095, H83 1.092
31 C -1.47564 7.22511 2.07898  C27 1.534, C35 1.523, H54 1.092, H84 1.091
32 C 2.69737 4.15193 -1.31748  N9 1.149, C39 1.462
33 C 0.31683 5.56201 2.52966  N10 1.149, C27 1.465
34 C -2.11679 -3.80503 2.12384  C18 1.534, C38 1.521, H67 1.092, H72 1.092
35 C -1.75380 7.49883 3.55109  C31 1.523, H45 1.092, H69 1.090, H76 1.091
36 C -1.46450 3.42599 -3.44982  N11 1.148, C25 1.464
37 C -0.94039 -2.64606 -2.20541  F3 1.407, C20 1.527, C30 1.515, H85 1.092
38 C -3.26453 -4.57925 1.49337  C34 1.521, H43 1.088, H44 1.091, H68 1.092
39 C 2.85404 4.96142 -0.10999  C14 1.531, C32 1.462, H51 1.091, H81 1.093
40 C 1.58486 -0.33901 -3.20260  O5 1.197, N12 1.402, C17 1.555
41 H 1.88559 0.16385 0.00955  C23 1.089
42 H -0.11258 -1.96145 -4.04896  C20 1.096
43 H -2.91948 -5.54209 1.12374  C38 1.088
44 H -4.05148 -4.77412 2.22309  C38 1.091
45 H -2.47799 6.78784 3.95295  C35 1.092
46 H 3.70563 4.89707 1.84384  C14 1.089
47 H 3.09221 -1.57099 -1.26381  C26 1.094
48 H 4.63078 4.01093 0.63920  C14 1.092
49 H 0.62828 5.92810 -4.43219  C15 1.092
50 H 3.51692 2.44637 2.21540  C29 1.089
51 H 3.36582 5.88482 -0.38583  C39 1.091
52 H 1.19707 -9.20403 2.65451  C16 1.091
53 H 1.28916 3.67752 -5.34837  C21 1.091
54 H -0.75401 7.94901 1.69536  C31 1.092
55 H -0.35944 3.44048 -5.93164  C21 1.091
56 H 0.63403 4.72929 -6.60783  C21 1.090
57 H -0.70162 -8.55987 1.22320  C28 1.091
58 H 2.91530 2.22021 0.57505  C29 1.093
59 H 0.48427 3.97206 -2.93509  C25 1.090
60 H 1.07877 -7.33169 4.33669  C19 1.092
61 H 1.93885 3.09174 1.77440  C29 1.090
62 H 0.00308 -7.13032 1.97177  C28 1.093
63 H -0.78179 5.63840 0.76343  C27 1.092
64 H -1.70600 -1.93852 3.16288  C18 1.091
65 H -1.01903 5.66817 -4.98140  C15 1.092
66 H -0.76608 5.16080 -2.54638  C25 1.092
67 H -1.32836 -3.63637 1.38667  C34 1.092
68 H -3.70094 -4.03759 0.65167  C38 1.092
69 H -2.15920 8.50127 3.68464  C35 1.090
70 H -1.34271 -0.74811 -1.20199  C30 1.091
71 H -3.31813 -2.58623 3.46587  C18 1.092
72 H -1.67903 -4.39524 2.93175  C34 1.092
73 H -2.01199 -0.87098 -2.86619  C30 1.095
74 H -0.40007 -8.03670 4.99955  C19 1.091
75 H 0.47261 -3.52008 -3.50493  C20 1.091
76 H -0.84239 7.42686 4.14628  C35 1.091
77 H 1.12427 -8.91102 5.12020  C19 1.090
78 H 1.67814 1.39345 -2.25982  N12 1.016
79 H -1.66847 5.06289 2.17075  C27 1.092
80 H -0.29030 -9.87457 3.29957  C16 1.092
81 H 1.85389 5.22861 0.23959  C39 1.093
82 H 0.42600 -0.19889 -0.97242  C23 1.093
83 H -2.73084 -1.75386 -1.51851  C30 1.092
84 H -2.39043 7.34850 1.49744  C31 1.091
85 H -0.65335 -3.11908 -1.26344  C37 1.092

Summary:
SMILES: C[C@@H](F)C[C@@]1(Br)C(=O)NC[C@H]1S(=O)(=O)F.CCCC#N.CCCC#N.CCCC#N.CCCC#N.CCCC#N
HOMO-LUMO gap: 0.376 Eh
Total charge: 0
DFT total energy: -4781.970836 Ha

These are the Löwdin partial charges, in e, on atoms 1 to 5: number 1, Br, carries 0.833; number 2, S, carries 0.655; number 3, F, carries -0.028; number 4, F, carries -0.161; number 5, O, carries 0.110